[1]
Here is an isolated molecule of C7H8N2O2 from the Open Molecules 2025 dataset. Energies are from ωB97M-V/def2-TZVPD.

Element x y z (Å)
C1 -1.2065 -2.6191 -0.7496
C2 -2.0276 -1.5243 -0.8319
C3 -0.1874 -0.2152 -0.3242
C4 0.6574 -1.3244 -0.0704
C5 0.5910 2.0279 -0.8147
C6 0.3789 1.0873 0.1239
C7 0.8803 1.1132 1.5729
N1 0.0844 -2.5862 -0.5399
N2 -1.5201 -0.3070 -0.6903
O1 -2.1201 0.7209 -1.1089
O2 1.7929 -1.2691 0.2896
H1 -1.5637 -3.6345 -0.9225
H2 -2.9849 -1.6070 -1.1257
H3 1.0483 3.0331 -0.7678
H4 -0.0176 1.9764 -1.7157
H5 1.6808 0.4692 1.8768
H6 0.0879 1.0766 2.3448
H7 1.1675 2.1110 1.6387
H8 0.6011 -3.4365 -0.3875

The value obtained for the strongest force on any atom is 0.087 Eh/bohr. The molar mass is 152.15 g/mol. The value obtained for the orbital gap (alpha / beta) is 8.1846 / 8.1864 eV. Its energy above the lowest of the compared OMol25 structures with the same formula, charge and spin is 4.1311 eV. The value obtained for the LUMO energy (alpha / beta) is -0.319 / -0.318 eV.

Here are the Löwdin charges for atoms 1 to 6, given in e: atom 1 (C): -0.079, atom 2 (C): -0.027, atom 3 (C): -0.067, atom 4 (C): -0.403, atom 5 (C): 0.085, atom 6 (C): -0.263

[2]
Here is an isolated molecule of C7H8N2O2 from the Open Molecules 2025 dataset. Energies are from ωB97M-V/def2-TZVPD.

Element x y z (Å)
N1 -2.4696 -0.3767 2.2314
N2 -2.8093 0.7163 1.3032
C1 -1.8617 1.0555 0.3966
C2 -0.5271 0.4511 0.0941
C3 0.5490 0.5283 1.0468
C4 1.8734 0.0991 0.7863
C5 2.2552 -0.4526 -0.5169
O1 3.5158 -0.5855 -0.8591
C6 1.1078 -0.4855 -1.4295
C7 -0.1944 -0.0238 -1.1395
O2 -1.1814 -0.1592 -2.1476
H1 -3.3811 -0.9276 2.4534
H2 -1.6265 -0.8646 1.9160
H3 -2.1435 1.7147 -0.4179
H4 0.2898 0.8728 2.0959
H5 2.5639 0.0431 1.6585
H6 3.4691 -0.9126 -1.8001
H7 1.2212 -0.6751 -2.5816
H8 -0.6508 -0.0175 -3.0903

The SMILES is N/N=C\c1ccc(O)cc1O. The value obtained for the strongest force on any atom is 0.125 Eh/bohr. The molar mass is 152.15 g/mol. The value obtained for the orbital gap is 8.7574 eV. Its energy above the lowest of the compared OMol25 structures with the same formula, charge and spin is 3.7246 eV. The value obtained for the LUMO energy is 0.408 eV.

Here are the Löwdin charges for atoms 1 to 6, given in e: atom 1 (N): -0.039, atom 2 (N): -0.025, atom 3 (C): -0.116, atom 4 (C): -0.206, atom 5 (C): -0.035, atom 6 (C): -0.015

[3]
Here is a structure of composition C7H8N2O2S from the Open Molecules 2025 dataset. Energies are from ωB97M-V/def2-TZVPD.

Element x y z (Å)
C1 -0.0423 1.1632 1.4940
C2 1.9476 -0.7203 -0.7575
C3 0.5249 -1.0613 -0.9856
C4 2.3194 0.5262 -0.4259
C5 -0.4245 -0.2566 -0.4631
C6 1.4241 1.7519 -0.3849
C7 -2.5565 -1.2596 0.9774
N1 -0.4517 0.7590 2.5063
N2 0.1579 1.4198 0.2381
O1 -2.9050 0.6549 -0.7110
O2 -2.2108 -1.4400 -1.7140
S1 -2.1581 -0.5459 -0.6104
H1 2.6652 -1.5944 -0.6960
H2 0.4255 -1.8675 -1.5488
H3 3.3338 0.6314 -0.5031
H4 1.9169 2.5519 0.1464
H5 1.3905 1.9378 -1.5159
H6 -3.3130 -0.8217 1.4637
H7 -2.6778 -2.2966 0.8134
H8 -1.6125 -1.1047 1.4841

The value obtained for the strongest force on any atom is 0.122 Eh/bohr. The molar mass is 184.22 g/mol. The value obtained for the orbital gap is 9.2629 eV. Its energy above the lowest of the compared OMol25 structures with the same formula, charge and spin is 6.2582 eV. The value obtained for the LUMO energy is -0.533 eV.

Here are the Löwdin charges for atoms 1 to 6, given in e: atom 1 (C): -0.380, atom 2 (C): -0.073, atom 3 (C): -0.038, atom 4 (C): -0.074, atom 5 (C): -0.089, atom 6 (C): -0.156

[4]
Here is an isolated molecule of C7H8N2O3 from the Open Molecules 2025 dataset. Energies are from ωB97M-V/def2-TZVPD.

Element x y z (Å)
C1 -4.2222 -0.5081 -0.1451
O1 -2.7376 -0.7498 0.1810
C2 -2.0583 0.3605 0.1606
O2 -2.6486 1.4768 0.1066
C3 -0.6727 0.1130 0.1553
C4 0.2630 1.0906 -0.2169
N1 1.5537 0.9303 -0.0962
C5 1.9407 -0.3232 -0.2181
O3 3.2701 -0.5924 0.1024
C6 4.1196 0.4017 0.1798
C7 0.9792 -1.4095 -0.1446
N2 -0.2048 -1.1852 0.0989
H1 -4.9878 -0.4995 0.8602
H2 -4.5307 -1.4469 -0.6112
H3 -4.3634 0.5636 -0.7223
H4 -0.0327 2.2158 -0.0286
H5 3.7723 1.1911 -0.6156
H6 4.0930 0.8517 1.1561
H7 5.1816 -0.0550 -0.2355
H8 1.2858 -2.4256 0.0333

The SMILES is COC(=O)c1cnc(OC)cn1. The value obtained for the strongest force on any atom is 0.132 Eh/bohr. The molar mass is 168.15 g/mol. The value obtained for the orbital gap is 9.1786 eV. Its energy above the lowest of the compared OMol25 structures with the same formula, charge and spin is 3.8943 eV. The value obtained for the LUMO energy is -0.297 eV.

Here are the Löwdin charges for atoms 1 to 6, given in e: atom 1 (C): -0.006, atom 2 (O): -0.030, atom 3 (C): -0.504, atom 4 (O): 0.025, atom 5 (C): -0.147, atom 6 (C): -0.047